# 1
Here is a cluster of 5 separate species, C30H29O17PSSi in total from the OMol25 dataset. Energies are from ωB97M-V/def2-TZVPD.

Last column: Mulliken charge in e.
Element x y z (Å)
C 0.0524 5.3620 -3.6950  -0.0333
C 0.9816 4.6604 -3.3256  -0.6244
C 2.0712 3.6969 -2.7149  -0.3893
Si 2.3826 2.1964 -3.8500  0.5311
O 3.9131 2.1563 -4.5998  -0.3092
C 4.2987 3.4263 -5.1703  -0.3659
C 5.9101 3.4101 -5.2218  -0.5761
C 6.3893 3.6162 -3.7029  -0.6698
P 2.3000 0.3510 -2.5728  0.1660
S 4.0871 0.2515 -1.7227  -0.3787
H -0.9009 5.8781 -3.9744  0.3857
H 3.0063 4.2545 -2.4050  0.3799
H 1.6159 3.2886 -1.7484  0.3655
H 1.3736 2.0105 -4.9042  -0.2182
H 3.9908 4.3327 -4.5698  0.2505
H 3.9413 3.4748 -6.2516  0.2828
H 6.3304 4.1755 -5.9328  0.3379
H 6.1689 2.3365 -5.5087  0.2743
H 6.2590 4.7246 -3.4614  0.2638
H 7.4377 3.2454 -3.5162  0.3266
H 5.7041 3.0284 -3.0062  0.0573
H 2.1410 -0.7353 -3.4916  0.0982
H 1.2795 0.4184 -1.5811  0.0405
O -0.9662 1.0242 -1.6171  -0.5016
C -1.8829 0.5764 -0.9441  0.8488
C -2.0667 0.9247 0.4628  -0.9577
C -3.0749 0.3985 1.1693  0.3629
O -3.2599 0.7107 2.4678  -0.5706
C -4.0407 -0.5605 0.5493  1.0481
O -4.9348 -1.0340 1.2260  -0.6230
C -3.8683 -0.8892 -0.8673  -1.0891
C -2.8636 -0.3597 -1.5696  0.2725
O -2.6895 -0.6500 -2.8814  -0.5906
H -1.3593 1.6175 0.8982  0.4974
H -4.0516 0.2007 2.7536  0.4122
H -4.5839 -1.5704 -1.3089  0.6885
H -1.8997 -0.1465 -3.1571  0.2954
O 5.0280 4.9937 4.2383  -0.6174
C 5.2937 4.4070 3.2032  0.9373
C 4.2645 3.8286 2.3397  -0.7793
C 4.6009 3.1780 1.2202  0.1782
O 3.6616 2.6405 0.4114  -0.3244
C 6.0312 3.0163 0.8148  1.0142
O 6.3022 2.4035 -0.2001  -0.5664
C 7.0590 3.6170 1.6684  -1.0048
C 6.7200 4.2689 2.7837  0.3481
O 7.6546 4.8323 3.5837  -0.5720
H 3.2347 3.9513 2.6463  0.4441
H 4.1524 2.2204 -0.3323  -0.0165
H 8.0886 3.5086 1.3554  0.4239
H 7.1565 5.2384 4.3197  0.3461
O -4.7681 -8.5548 -1.3823  -0.6087
C -5.0056 -7.3612 -1.3540  0.8724
C -6.1602 -6.8040 -0.6473  -0.9061
C -6.3917 -5.4881 -0.6565  0.3959
O -7.4508 -4.9542 -0.0077  -0.5711
C -5.4922 -4.5444 -1.3838  0.9415
O -5.7484 -3.3527 -1.3833  -0.6310
C -4.3248 -5.0975 -2.0703  -0.9595
C -4.0908 -6.4132 -2.0585  0.3991
O -3.0174 -6.9435 -2.6841  -0.5641
H -6.8050 -7.4985 -0.1263  0.4292
H -7.3965 -3.9914 -0.1668  0.3477
H -3.6716 -4.4007 -2.5784  0.4903
H -3.0752 -7.9069 -2.5299  0.3487
O -2.4847 -4.7585 7.2939  -0.6029
C -2.8199 -3.8140 6.6035  0.8435
C -2.6681 -2.4250 7.0406  -0.8959
C -3.0653 -1.4191 6.2563  0.3860
O -2.9308 -0.1298 6.6413  -0.5812
C -3.6766 -1.6709 4.9180  0.8647
O -4.0433 -0.7267 4.2392  -0.6501
C -3.8069 -3.0561 4.4699  -1.0450
C -3.4067 -4.0630 5.2523  0.4322
O -3.5163 -5.3493 4.8561  -0.5587
H -2.2258 -2.2568 8.0130  0.4219
H -3.2907 0.4022 5.9053  0.3519
H -4.2355 -3.2223 3.4905  0.5983
H -3.1616 -5.8812 5.5954  0.3516

Computed properties:
- Max |F|: 2.61 eV Å⁻¹
- Lowest unoccupied orbital energy: -1.90 eV
- Electronic energy: -94385.237 eV
- Highest occupied orbital energy: -8.33 eV
- SMILES: C#CC[Si@@H](OCCC)[PH2]=S.O=C1C=C(O)C(=O)C=C1O.O=C1C=C(O)C(=O)C=C1O.O=C1C=C(O)C(=O)C=C1O.O=C1C=C(O)C(=O)C=C1O

***

# 2
Here is a structure of composition C30H30AsBaF6N2O5P2 from the OMol25 dataset. Energies are from ωB97M-V/def2-TZVPD.

Last column: Mulliken charge in e.
Element x y z (Å)
Ba 1.0944 1.4175 1.9788  1.7310
O 3.3978 1.1269 0.2660  -0.4004
C 4.4716 0.2345 -0.0314  -0.4137
C 5.1980 -0.2939 1.2010  -0.8900
N 4.3872 -1.0467 2.1264  0.4143
C 3.6335 -2.1436 1.6080  -1.3724
C 2.2321 -1.7504 1.1393  1.2537
O 1.8383 -2.1297 -0.0392  -0.6305
O 1.5115 -1.1055 1.8985  -1.0079
C 4.1952 -0.5771 3.4897  -0.8113
C 3.2907 0.6631 3.5981  0.6468
O 3.6103 1.6615 2.8880  -0.8199
O 2.2417 0.5956 4.2776  -0.7528
H 3.7461 1.7379 0.9423  0.3798
H 4.0305 -0.5878 -0.5997  -0.0172
H 5.1998 0.7266 -0.6844  0.4040
H 6.0364 -0.9036 0.8272  0.4111
H 5.6258 0.5461 1.7477  0.4039
H 4.1722 -2.6188 0.7845  0.2783
H 3.4783 -2.9020 2.3830  0.3573
H 3.7502 -1.3782 4.0780  0.3368
H 5.1684 -0.3342 3.9295  0.4267
N -1.1585 -0.3452 -1.0030  0.3724
P -1.4340 1.1888 -0.2748  0.3709
C -1.3194 2.2785 -1.7247  0.6123
C -2.0450 3.4695 -1.7391  -0.6048
C -1.8867 4.3685 -2.7806  -0.6389
C -1.0015 4.0905 -3.8136  -0.4838
C -0.2676 2.9144 -3.7985  -0.6456
C -0.4184 2.0136 -2.7535  -0.1488
C -3.2091 1.1819 0.1048  0.1820
C -3.6092 1.5784 1.3766  -0.2528
C -4.9540 1.5423 1.7282  -0.6656
C -5.8951 1.1054 0.8109  -0.4130
C -5.5020 0.7163 -0.4666  -0.7650
C -4.1655 0.7611 -0.8198  -0.3887
P 0.0820 -1.4694 -0.5424  1.4408
C 0.2884 -2.2438 -2.1693  0.0111
C -0.7800 -2.9503 -2.7194  -0.3344
C -0.6838 -3.4793 -3.9979  -0.7736
C 0.4777 -3.3013 -4.7358  -0.5323
C 1.5442 -2.5985 -4.1926  -0.6272
C 1.4529 -2.0730 -2.9127  -0.3238
C -0.7899 -2.6749 0.4880  0.5942
C -0.2865 -3.9683 0.6253  -0.3443
C -0.9525 -4.8920 1.4129  -0.7942
C -2.1157 -4.5297 2.0803  -0.4846
C -2.6178 -3.2444 1.9487  -0.6201
C -1.9611 -2.3191 1.1491  -0.7010
H -1.4330 -0.4328 -1.9776  0.4247
H -2.7240 3.7004 -0.9272  0.3096
H -2.4505 5.2919 -2.7806  0.4020
H -0.8779 4.7955 -4.6251  0.3850
H 0.4315 2.6985 -4.5960  0.4274
H 0.1753 1.1064 -2.7458  0.2374
H -2.8727 1.9340 2.0892  0.3953
H -5.2610 1.8582 2.7164  0.4448
H -6.9417 1.0726 1.0852  0.3882
H -6.2413 0.3851 -1.1842  0.4119
H -3.8629 0.4699 -1.8196  0.3243
H -1.6841 -3.1016 -2.1402  0.4348
H -1.5137 -4.0347 -4.4148  0.4346
H 0.5537 -3.7138 -5.7333  0.3961
H 2.4520 -2.4614 -4.7652  0.4441
H 2.2907 -1.5355 -2.4884  0.3265
H 0.6205 -4.2533 0.1072  0.4487
H -0.5638 -5.8977 1.5057  0.4299
H -2.6306 -5.2526 2.6996  0.4011
H -3.5261 -2.9583 2.4626  0.4679
H -2.3797 -1.3281 1.0315  0.0997
F -0.5776 3.2257 3.0568  -0.5890
As -0.1042 4.8630 2.5044  2.1405
F -1.0670 5.5655 3.7322  -0.4785
F 0.8640 4.0194 1.2624  -0.6259
F 0.4145 6.3691 1.8814  -0.4774
F 1.2556 4.7489 3.5571  -0.4861
F -1.4476 4.8075 1.4171  -0.4864

Computed properties:
- Max |F|: 0.95 eV Å⁻¹
- Lowest unoccupied orbital energy (alpha / beta): 0.21 / -1.63 eV
- Multiplicity: 2
- Electronic energy: -141237.166 eV
- Highest occupied orbital energy (alpha / beta): -8.09 / -8.23 eV

***

# 3
Here is a structure of composition C30H30BrN3O3PPb from the OMol25 dataset. Energies are from ωB97M-V/def2-TZVPD.

Last column: Mulliken charge in e.
Element x y z (Å)
Pb -0.8492 -0.5096 1.4773  0.9089
Br -1.3696 0.6887 5.4715  -0.1882
C -2.2818 1.9294 4.3296  0.1412
C -2.6374 3.1629 4.8480  -0.4724
C -3.3082 4.0199 3.9890  -0.3392
C -3.5797 3.6131 2.6937  -0.5269
C -3.1713 2.3500 2.2805  0.5780
N -2.5208 1.5249 3.1118  -0.0391
C -3.4742 1.9041 0.8286  -0.0931
O -4.0164 2.7770 0.1330  -0.7836
O -3.1368 0.7414 0.4964  -0.5540
H -2.3978 3.4293 5.8671  0.3874
H -3.6157 4.9988 4.3369  0.3947
H -4.0995 4.2320 1.9777  0.4759
N 2.1743 -2.1681 4.5965  -0.4215
C 1.2638 -1.9009 3.6084  0.3653
O 1.1567 -0.7778 3.1464  -0.4575
C 0.4608 -3.0792 3.0993  -0.2801
C -0.9159 -2.6748 2.5958  -1.4425
H 2.6463 -1.3801 5.0061  0.2594
H 2.1063 -3.0160 5.1279  0.1947
H 0.4490 -3.8548 3.8783  0.4357
H 1.0566 -3.4817 2.2699  0.1799
H -1.6170 -2.5814 3.4316  0.4995
H -1.2976 -3.4706 1.9461  0.3146
N 1.0406 -0.8325 -0.0903  -0.5094
C 1.6968 0.0932 -0.6186  -0.2058
C 2.8193 -0.2211 -1.5936  0.4524
C 3.5897 -1.3624 -1.3948  -0.4658
C 4.6165 -1.6913 -2.2691  -0.6056
C 4.8797 -0.8852 -3.3720  -0.3865
C 4.1036 0.2454 -3.5913  -0.7437
C 3.0867 0.5776 -2.7028  -0.0911
C 1.4467 1.5719 -0.3501  -0.4059
C 0.1479 2.0760 -0.3718  0.3204
C -0.1151 3.4057 -0.0627  -1.0223
C 0.9315 4.2543 0.2760  -0.4803
C 2.2340 3.7674 0.2938  -0.7236
C 2.4880 2.4401 -0.0280  -0.1046
H 3.3566 -1.9823 -0.5365  0.4143
H 5.2138 -2.5785 -2.0930  0.3839
H 5.6864 -1.1335 -4.0515  0.3733
H 4.2906 0.8706 -4.4566  0.3709
H 2.4805 1.4609 -2.8757  0.4705
H -0.6724 1.4206 -0.6341  0.4964
H -1.1387 3.7639 -0.0823  0.4780
H 0.7339 5.2901 0.5255  0.3896
H 3.0541 4.4233 0.5636  0.3721
H 3.5064 2.0655 -0.0145  0.4475
C -2.9856 -2.9596 -1.0814  -1.4948
P -1.3345 -2.1719 -0.8619  1.1607
C -0.2580 -3.6278 -1.0780  -1.2726
C -1.1985 -1.2637 -2.4361  0.5712
C -0.2834 -1.5819 -3.4347  -0.2665
C -0.1826 -0.7933 -4.5747  -0.5149
C -0.9989 0.3188 -4.7245  -0.4909
C -1.9155 0.6439 -3.7305  -0.5381
C -2.0111 -0.1349 -2.5868  -0.7240
H -3.0430 -3.5113 -2.0205  0.4243
H -3.7544 -2.1860 -1.0671  0.3745
H -3.1753 -3.6378 -0.2459  0.4097
H -0.5545 -4.2097 -1.9528  0.4320
H -0.3643 -4.2472 -0.1860  0.3937
H 0.7806 -3.3005 -1.1569  0.2175
H 0.3751 -2.4339 -3.3170  0.2533
H 0.5504 -1.0376 -5.3339  0.4011
H -0.9092 0.9423 -5.6057  0.3685
H -2.5419 1.5217 -3.8299  0.4352
H -2.6974 0.1544 -1.7922  0.0980

Computed properties:
- Max |F|: 0.53 eV Å⁻¹
- Net charge: -1
- Lowest unoccupied orbital energy: 2.45 eV
- Electronic energy: -126791.157 eV
- Highest occupied orbital energy: -3.50 eV